No. 1
136
Properties=species:S:1:pos:R:3 method="wB97M-V/def2-TZVPD" total_energy_ev=-113331.8861 total_charge=+1
C 0.70806 -3.59608 3.50810
C 1.98213 -3.09568 4.32831
O 1.80872 -2.90305 5.57159
O 3.28383 -2.89565 3.79209
C 3.45109 -1.45945 3.46469
C 4.73890 -1.26962 2.53675
C 4.66958 0.03259 1.57674
C 5.20093 1.39212 2.24780
C 4.28130 2.00603 3.41601
C 3.04373 2.92428 2.86473
C 1.75081 1.92518 2.89139
C 0.54969 2.40430 1.94282
N -0.59711 1.40649 2.01907
C -0.37825 -0.03166 2.04339
C -1.55452 -1.06979 2.17231
C -3.02546 -0.54089 2.23140
C -4.17866 -1.63099 2.35269
O -5.38408 -1.30119 2.53080
O -3.79315 -3.01962 2.27067
C -3.22361 0.99423 2.15588
C -1.95775 1.91573 2.07151
H 0.46894 -4.68450 3.82495
H -0.24124 -2.99512 3.76886
H 0.83862 -3.60973 2.37349
H 3.59024 -0.94373 4.49337
H 2.46269 -1.13581 2.98591
H 5.71445 -1.31848 3.13584
H 4.75675 -2.17902 1.81690
H 5.39793 -0.19588 0.70341
H 3.63243 0.13357 1.07034
H 5.30908 2.16296 1.40381
H 6.24334 1.18878 2.70267
H 4.95304 2.69901 4.04351
H 3.88644 1.21029 4.16109
H 2.86883 3.74532 3.65588
H 3.26717 3.34466 1.82027
H 2.14901 0.92179 2.48343
H 1.39293 1.76677 3.96534
H 0.85485 2.65708 0.87296
H 0.11878 3.37068 2.41485
H 0.66892 -0.50258 1.97136
H -1.30592 -2.18374 2.21950
H -3.25802 -3.24962 3.07707
H -4.29572 1.39268 2.16489
H -2.16252 3.05717 2.02215
C 1.92386 4.71593 -2.04383
N 2.49069 4.62976 -0.67246
O 2.67069 5.67538 -0.07040
O 2.73776 3.50773 -0.24375
H 1.75639 5.76295 -2.29000
H 2.64602 4.26999 -2.72742
H 0.98396 4.16418 -2.04639
C 4.42674 4.15505 -6.18900
N 3.44145 3.85724 -5.11729
O 2.98019 4.80351 -4.49762
O 3.16318 2.68198 -4.93316
H 4.57647 5.23234 -6.23987
H 5.35608 3.64797 -5.93092
H 4.01760 3.77816 -7.12587
C 2.95552 9.24707 -3.14817
N 2.54544 8.48689 -4.35800
O 1.37772 8.13855 -4.43168
O 3.41298 8.26764 -5.19080
H 2.08964 9.36794 -2.49958
H 3.73511 8.67331 -2.64815
H 3.32777 10.21585 -3.47942
C -5.01543 4.94813 3.04977
N -4.01762 4.67189 1.98223
O -2.83008 4.71739 2.29243
O -4.45181 4.41964 0.87422
H -4.48718 5.15581 3.97873
H -5.60038 5.81233 2.73691
H -5.64173 4.06228 3.15138
C -1.32375 -3.58009 6.57740
N -2.57598 -4.25262 6.14289
O -3.11982 -4.99431 6.93834
O -2.96929 -4.00733 5.00631
H -1.09404 -3.88580 7.59642
H -0.53284 -3.88839 5.89539
H -1.49333 -2.50503 6.52646
C -3.79500 -5.34135 -0.14119
N -2.79538 -5.61084 -1.20714
O -1.61489 -5.55827 -0.89527
O -3.22855 -5.86499 -2.31809
H -3.26889 -5.13155 0.78769
H -4.38395 -4.47991 -0.45387
H -4.41672 -6.23039 -0.04007
C 6.08300 0.07771 -5.32428
N 5.99496 0.92304 -6.54347
O 6.88082 1.75105 -6.71742
O 5.04342 0.72810 -7.28181
H 6.97381 0.35951 -4.76459
H 5.18438 0.25707 -4.73469
H 6.14353 -0.96085 -5.64791
C -8.71622 -1.41408 2.02839
N -9.91295 -0.59525 1.70322
O -9.80073 0.61826 1.78079
O -10.92387 -1.19879 1.38157
H -7.89772 -0.74869 2.29549
H -8.97731 -2.05971 2.86615
H -8.46620 -1.99683 1.14252
C -0.07129 1.12729 -5.82283
N -0.03111 2.42752 -5.10460
O -0.24416 3.43489 -5.75746
O 0.21373 2.38930 -3.90761
H -0.29819 1.31255 -6.87121
H 0.90864 0.66299 -5.71616
H -0.84948 0.52069 -5.36088
C 1.28643 -6.18967 -1.88680
N 2.77010 -6.12311 -1.95147
O 3.26907 -5.07118 -2.32313
O 3.38114 -7.12727 -1.62714
H 0.87781 -5.23127 -2.20104
H 0.96316 -6.98501 -2.55723
H 1.01204 -6.40613 -0.85527
C -3.14993 -8.52791 -4.19345
N -3.09818 -9.86623 -3.54947
O -3.35865 -10.83374 -4.24472
O -2.79705 -9.89652 -2.36585
H -3.42856 -8.65111 -5.23860
H -3.89497 -7.93690 -3.66283
H -2.15895 -8.08387 -4.10830
C 10.60188 1.65577 -3.44816
N 9.51315 0.64558 -3.38916
O 8.45488 0.98762 -2.88075
O 9.75671 -0.45457 -3.85441
H 10.24577 2.58195 -3.00063
H 11.44919 1.25842 -2.89053
H 10.85393 1.80592 -4.49737
C -13.28042 0.31694 3.25904
N -13.10385 0.33001 4.73483
O -11.96222 0.41486 5.16280
O -14.11563 0.25467 5.41181
H -12.30226 0.38970 2.78785
H -13.76691 -0.62116 2.99458
H -13.90056 1.17272 2.99445

No. 2
8
Properties=species:S:1:pos:R:3 method="wB97M-V/def2-TZVPD" e_above_lowest_ev=2.048 total_charge=0
C 1.09518 0.11014 0.65124
C 0.10381 1.06536 0.00459
C -1.17388 0.40673 -0.46117
H 1.19737 0.20461 1.77957
H -1.41304 0.81040 -1.45205
O 0.35871 2.22724 -0.01943
S 1.84749 -0.99011 -0.23202
S -2.02279 -0.78028 0.14827

No. 3
7
Properties=species:S:1:pos:R:3 method="wB97M-V/def2-TZVPD" e_above_lowest_ev=0.058 total_charge=0
C 1.03956 -1.95943 0.40628
C 0.39891 1.79258 -0.37627
N 1.00807 -0.91329 1.01448
O 1.02892 -2.91081 -0.27788
O -0.28684 2.41517 0.30087
O 1.12522 1.27722 -1.09512
I 0.78837 0.01522 2.72514

No. 4
11
Properties=species:S:1:pos:R:3 method="wB97M-V/def2-TZVPD" e_above_lowest_ev=1.090 total_charge=0
C 1.22571 0.02780 -0.09405
C -0.66643 0.86556 -0.05214
H 2.92700 0.58067 -0.08094
H -2.27845 -1.64880 0.53585
H 0.75997 -1.74132 0.83728
N 0.66015 1.17261 -0.25133
N -0.74776 -0.54344 0.16528
N 0.46801 -1.14684 0.03633
O 2.47851 -0.22696 0.07195
O -1.53157 1.64902 0.21116
O -1.87530 -1.28794 -0.29148

No. 5
18
Properties=species:S:1:pos:R:3 method="wB97M-V/def2-TZVPD" e_above_lowest_ev=1.216 total_charge=0
O 1.52513 2.55419 -1.83449
C 0.51569 2.18107 -1.30282
C -0.05200 0.78983 -1.41249
C -0.89927 0.42247 -0.20031
C -0.08424 0.11353 1.06099
C 0.66833 -1.19919 1.00258
N -0.27425 -2.33635 1.14647
H -0.10042 2.88129 -0.70219
H 0.80057 0.11289 -1.47580
H -0.56900 0.61615 -2.35727
H -1.58957 1.23553 0.06138
H -1.57628 -0.38496 -0.47753
H 0.61544 0.93485 1.25070
H -0.76516 0.05775 1.90468
H 1.30179 -1.28610 0.11362
H 1.34916 -1.29218 1.85051
H -1.05748 -2.21078 0.50915
H 0.19157 -3.19000 0.86283

| no. | strongest force on any atom (eV Å⁻¹) |
| --- | --- |
| 1 | 5.681 |
| 2 | 2.624 |
| 3 | 1.618 |
| 4 | 3.754 |
| 5 | 0.902 |